1.
# C4H10N

2 unconnected molecules or ions with the total composition C4H10N in a non-equilibrium geometry (wB97M-V/def2-TZVPD, the OMol25 dataset).

Properties
Charge = 0
E_HOMO (alpha / beta) = -8.7 / -9.2 eV
LUMO energy (alpha / beta) = 0.0399 / -0.0090 hartree
Energy above the lowest of the compared OMol25 structures with the same formula, charge and spin = 48.23 kcal/mol
Expectation value of S² = 0.761
Spin multiplicity = 2
Frontier orbital gap (alpha / beta) = 0.35862 / 0.33038 Ha

Geometry as XYZ:
```
15
Properties=species:S:1:pos:R:3:nbo_charge:R:1
C -1.506 1.582 0.838 -0.618
C -0.545 2.260 -0.198 -0.442
C 0.481 1.209 -0.678 -0.245
C 0.332 -0.144 -0.559 -0.156
N 1.204 -3.972 -0.144 -1.134
H -0.783 1.048 1.506 0.208
H -2.067 0.767 0.361 0.217
H -2.166 2.231 1.429 0.214
H 0.135 3.000 0.290 0.212
H -1.127 2.843 -0.911 0.223
H 1.214 1.727 -1.294 0.212
H 1.173 -0.751 -0.164 0.176
H 1.032 -2.951 -0.136 0.379
H 0.491 -4.687 -0.294 0.392
H 2.131 -4.161 -0.047 0.363
```


2.
# C26H45O12P

3 unconnected molecules or ions with the total composition C26H45O12P in a non-equilibrium geometry (wB97M-V/def2-TZVPD, the OMol25 dataset).

Properties
Charge = 0
Structure (SMILES) = C=CP(CCC)(CCCC(=O)OCC)(CCOC(C)=O)CCC(=O)O.C[C@@H]1COC(=O)O1.C[C@@H]1COC(=O)O1
E_HOMO = -7.5 eV
LUMO energy = 0.0106 hartree
Frontier orbital gap = 0.28535 Ha

Geometry as XYZ:
```
84
Properties=species:S:1:pos:R:3:lowdin_charge:R:1
C 1.495 -3.975 1.721 -0.022
C 0.921 -3.517 0.623 -0.240
P -0.642 -2.517 0.728 0.851
C -0.925 -1.665 2.368 -0.252
C -2.385 -1.526 2.811 -0.282
C -2.410 -0.779 4.165 -0.101
C -1.760 -2.265 -0.753 -0.229
C -2.695 -1.028 -0.610 -0.188
C -4.130 -1.472 -0.260 -0.107
C -4.913 -1.856 -1.484 -0.491
O -5.070 -3.004 -1.801 0.144
O -5.433 -0.830 -2.236 -0.034
C -6.676 -0.366 -1.670 -0.222
C -6.551 1.064 -1.154 -0.060
C 0.397 -0.998 0.103 -0.264
C 1.690 -0.706 0.856 -0.222
O 2.823 -1.060 0.034 -0.024
C 4.021 -0.785 0.593 -0.531
C 4.992 -0.225 -0.399 0.014
O 4.283 -0.956 1.756 0.109
C -1.626 -4.066 1.285 -0.292
C -1.467 -5.253 0.317 -0.152
C -0.940 -6.496 0.957 -0.523
O -0.223 -7.296 0.415 0.105
O -1.376 -6.702 2.241 0.071
H 0.948 -4.008 2.655 0.057
H 2.524 -4.304 1.758 0.069
H 1.412 -3.689 -0.327 0.095
H -0.407 -2.224 3.147 0.090
H -0.502 -0.664 2.359 0.084
H -2.964 -0.913 2.126 0.084
H -2.866 -2.483 2.982 0.095
H -1.931 0.188 4.025 0.071
H -1.836 -1.350 4.891 0.072
H -3.429 -0.641 4.514 0.069
H -1.158 -2.106 -1.642 0.085
H -2.390 -3.132 -0.941 0.073
H -2.333 -0.306 0.111 0.073
H -2.729 -0.545 -1.584 0.117
H -4.092 -2.357 0.367 0.107
H -4.643 -0.696 0.309 0.118
H -6.987 -1.007 -0.844 0.121
H -7.444 -0.453 -2.433 0.119
H -5.534 1.227 -0.810 0.071
H -6.785 1.774 -1.942 0.073
H -7.215 1.230 -0.310 0.075
H 0.663 -1.101 -0.949 0.089
H -0.212 -0.100 0.184 0.053
H 1.759 0.375 1.016 0.122
H 1.752 -1.157 1.843 0.102
H 5.385 -0.990 -1.065 0.094
H 4.541 0.594 -0.940 0.048
H 5.849 0.167 0.139 0.088
H -1.297 -4.331 2.285 0.071
H -2.684 -3.822 1.352 0.062
H -2.463 -5.537 -0.030 0.131
H -0.883 -5.031 -0.572 0.109
H -1.619 -7.637 2.308 0.121
C 6.316 6.006 -2.587 -0.021
C 6.265 4.821 -1.658 -0.325
C 6.753 3.520 -2.249 -0.080
O 6.013 2.552 -1.491 0.061
C 4.864 3.139 -1.094 -0.545
O 3.933 2.571 -0.611 0.146
O 4.906 4.472 -1.322 0.087
H 5.726 5.819 -3.485 0.092
H 5.902 6.891 -2.104 0.088
H 7.345 6.218 -2.876 0.093
H 6.787 5.045 -0.724 0.161
H 7.822 3.362 -2.129 0.142
H 6.485 3.412 -3.302 0.142
C 0.145 5.817 -1.330 -0.021
C 0.102 4.646 -0.383 -0.322
C 0.598 3.341 -0.956 -0.079
O -0.132 2.381 -0.177 0.050
C -1.286 2.966 0.217 -0.561
O -2.198 2.389 0.718 0.154
O -1.255 4.297 -0.035 0.087
H -0.448 5.612 -2.223 0.091
H -0.272 6.707 -0.861 0.087
H 1.173 6.026 -1.626 0.089
H 0.628 4.888 0.545 0.161
H 1.669 3.198 -0.840 0.114
H 0.324 3.214 -2.007 0.144
```


3.
# C28H41F9MnN4O5PS2SiTe

A molecular structure, C28H41F9MnN4O5PS2SiTe (wB97M-V/def2-TZVPD, the OMol25 dataset).

Properties
Charge = -1
E_HOMO (alpha / beta) = -4.3 / -4.3 eV
LUMO energy (alpha / beta) = 0.0830 / 0.0830 hartree
Expectation value of S² = 8.753
Spin multiplicity = 6
Frontier orbital gap (alpha / beta) = 0.24195 / 0.24206 Ha

Geometry as XYZ:
```
93
Properties=species:S:1:pos:R:3:mulliken_spin:R:1
Mn -0.107 -0.268 -0.044 4.890
C 1.625 2.059 -2.626 0.008
C 0.761 2.670 -1.563 0.033
C 0.631 4.046 -1.442 0.001
C -0.269 4.531 -0.491 0.001
C -1.012 3.673 0.281 0.000
C -0.849 2.271 0.109 0.013
N 0.068 1.833 -0.801 -0.015
N -1.473 1.279 0.745 0.027
Si -3.006 1.428 1.504 0.020
C -3.702 -0.272 1.898 0.006
C -4.249 2.285 0.371 0.001
C -2.945 2.459 3.105 0.003
H 1.104 2.122 -3.584 0.004
H 1.816 1.012 -2.413 -0.007
H 2.578 2.586 -2.721 0.000
H 1.207 4.709 -2.073 0.001
H -0.387 5.602 -0.357 0.000
H -1.705 4.049 1.022 -0.001
H -4.173 -0.689 1.005 0.002
H -4.456 -0.205 2.686 -0.001
H -2.922 -0.969 2.204 -0.001
H -4.366 1.703 -0.545 0.000
H -3.921 3.286 0.088 0.000
H -5.225 2.374 0.856 0.000
H -1.981 2.374 3.604 -0.001
H -3.716 2.149 3.815 0.000
H -3.111 3.519 2.894 0.000
O 0.966 -2.192 0.305 -0.078
S 0.384 -3.542 0.594 0.008
C 1.311 -4.656 -0.523 0.005
C 2.215 -5.552 0.319 -0.001
C 2.612 -4.725 1.537 -0.001
C 1.304 -4.135 2.042 0.005
H 1.884 -3.951 -1.128 -0.001
H 0.611 -5.187 -1.163 -0.001
H 3.074 -5.896 -0.259 0.000
H 1.662 -6.438 0.644 0.000
H 3.285 -3.917 1.244 0.001
H 3.114 -5.319 2.303 0.000
H 1.386 -3.281 2.713 0.000
H 0.675 -4.895 2.511 0.000
N 1.033 1.517 2.702 -0.017
C 0.425 0.689 3.551 0.002
S -0.172 -0.784 3.039 0.013
N 0.332 1.164 4.839 0.001
C -0.304 0.573 5.949 0.001
C -1.584 0.025 5.872 -0.005
C -2.176 -0.486 7.016 0.001
C -1.525 -0.442 8.241 0.000
C -0.262 0.123 8.318 0.000
C 0.347 0.621 7.178 -0.001
H 1.302 1.178 1.769 0.035
H 1.352 2.425 2.997 0.001
H 0.999 1.881 5.077 0.000
H -2.102 0.002 4.928 0.002
H -3.168 -0.913 6.944 0.000
H -2.002 -0.840 9.127 0.000
H 0.259 0.169 9.266 0.000
H 1.345 1.042 7.236 0.000
F 4.023 1.762 -0.967 -0.001
C 4.106 1.391 0.326 0.000
F 3.550 2.379 1.048 0.000
F 5.419 1.360 0.655 0.000
C 3.328 0.045 0.561 -0.003
O 2.035 0.318 0.491 -0.080
C 3.779 -0.528 1.951 -0.003
F 3.754 0.437 2.898 0.000
F 5.044 -1.022 1.936 0.000
F 2.979 -1.506 2.380 -0.003
C 3.802 -0.980 -0.544 0.017
F 5.057 -0.733 -0.998 0.000
F 3.817 -2.257 -0.098 0.001
F 2.990 -0.949 -1.605 0.005
C -4.544 -3.658 -0.225 0.001
C -4.323 -3.135 -1.630 0.000
O -2.932 -3.214 -1.995 -0.001
P -1.967 -1.967 -1.639 0.035
O -1.773 -1.781 -0.160 0.033
Te -2.487 -0.003 -2.800 0.015
O -0.563 -2.588 -2.159 0.028
C -0.222 -2.734 -3.540 0.001
C -0.486 -4.145 -4.022 0.000
H -5.613 -3.663 0.007 0.000
H -4.031 -3.032 0.503 0.000
H -4.170 -4.678 -0.132 0.000
H -4.655 -2.095 -1.733 0.001
H -4.857 -3.729 -2.374 0.001
H 0.840 -2.483 -3.607 -0.002
H -0.782 -1.997 -4.124 0.000
H 0.131 -4.868 -3.487 0.000
H -0.250 -4.221 -5.086 0.000
H -1.534 -4.409 -3.882 0.000
```


4.
# C39H31AsBrN2O2PPdS2

A molecular structure, C39H31AsBrN2O2PPdS2 (wB97M-V/def2-TZVPD, the OMol25 dataset).

Properties
Charge = -2
E_HOMO = -1.1 eV
LUMO energy = 0.1437 hartree
Energy above the lowest of the compared OMol25 structures with the same formula, charge and spin = 8.99 kcal/mol
Frontier orbital gap = 0.18343 Ha

Geometry as XYZ:
```
80
Properties=species:S:1:pos:R:3:lowdin_charge:R:1
Pd 0.175 -0.354 -2.125 0.355
S -1.347 -1.102 -0.336 0.476
C -0.629 -0.755 1.170 -1.122
N 0.613 -0.520 1.505 0.014
C 0.757 -0.282 2.854 -0.320
C 1.963 0.040 3.482 -0.036
C 1.986 0.270 4.848 -0.122
C 0.820 0.176 5.611 -0.132
C -0.387 -0.146 5.004 -0.126
C -0.416 -0.367 3.634 -0.514
S -1.743 -0.736 2.584 0.923
H 2.867 0.110 2.890 0.079
H 2.923 0.529 5.327 0.086
H 0.854 0.360 6.678 0.082
H -1.296 -0.213 5.591 0.092
C 3.382 -1.484 -0.972 -0.404
C 3.950 -0.555 0.097 -0.427
As 5.052 0.991 -0.410 1.333
C 6.794 0.126 -0.669 -0.407
C 7.052 -1.213 -0.394 -0.102
C 8.313 -1.753 -0.611 -0.096
C 9.339 -0.959 -1.104 -0.112
C 9.093 0.376 -1.392 -0.106
C 7.826 0.908 -1.184 -0.140
C 5.271 1.488 1.484 -0.384
C 6.445 1.362 2.219 -0.105
C 6.479 1.717 3.564 -0.106
C 5.337 2.192 4.192 -0.111
C 4.160 2.326 3.465 -0.116
C 4.132 1.988 2.120 -0.144
P 2.849 -0.960 -2.682 1.035
C 4.538 -0.576 -3.392 -0.371
C 5.001 0.682 -3.777 -0.132
C 6.256 0.840 -4.352 -0.110
C 7.090 -0.252 -4.539 -0.125
C 6.644 -1.514 -4.168 -0.111
C 5.378 -1.669 -3.624 -0.128
C 2.026 0.656 -2.533 -0.524
C 1.881 1.513 -3.666 -0.154
C 1.384 2.783 -3.549 -0.135
C 0.937 3.261 -2.292 -0.146
C 0.973 2.438 -1.202 -0.122
C 1.486 1.108 -1.284 -0.284
H 2.504 -1.972 -0.534 0.065
H 4.097 -2.286 -1.183 0.047
H 4.502 -1.127 0.848 0.065
H 3.129 -0.083 0.630 0.007
H 6.262 -1.849 -0.015 0.089
H 8.492 -2.801 -0.399 0.095
H 10.321 -1.382 -1.276 0.090
H 9.881 1.001 -1.794 0.093
H 7.631 1.944 -1.438 0.095
H 7.339 0.971 1.748 0.088
H 7.400 1.607 4.125 0.091
H 5.359 2.452 5.243 0.092
H 3.258 2.682 3.946 0.103
H 3.207 2.103 1.562 0.105
H 4.380 1.552 -3.606 0.082
H 6.590 1.832 -4.638 0.094
H 8.076 -0.124 -4.971 0.088
H 7.281 -2.380 -4.311 0.091
H 5.027 -2.665 -3.369 0.094
H 2.150 1.120 -4.639 0.091
H 1.291 3.406 -4.432 0.080
H 0.542 4.268 -2.205 0.078
H 0.606 2.784 -0.240 0.091
H 1.697 0.604 -0.355 0.031
Br -3.204 -5.827 -5.960 0.662
C -1.785 -4.639 -6.421 -0.672
C -1.157 -4.796 -7.643 -0.237
N -0.163 -4.003 -8.035 0.047
C 0.213 -3.032 -7.198 -0.089
C -0.365 -2.803 -5.954 -0.097
C -1.395 -3.638 -5.553 -0.055
C 0.112 -1.652 -5.050 -0.663
O 1.025 -0.948 -5.504 -0.032
O -0.528 -1.567 -3.975 -0.122
H -1.465 -5.586 -8.320 0.084
H 1.021 -2.383 -7.512 0.110
H -1.852 -3.474 -4.585 0.116
```


5.
# C29H60FNO15S6

4 unconnected molecules or ions with the total composition C29H60FNO15S6 in a non-equilibrium geometry (wB97M-V/def2-TZVPD, the OMol25 dataset).

Properties
Charge = 0
Structure (SMILES) = CCCCO[C@]1(CCCCN(CCCC)C(=S)SCCC)OS(=O)(=O)O[C@]1(F)CC=O.CCOS(C)(=O)=O.CCOS(C)(=O)=O.CCOS(C)(=O)=O
E_HOMO = -8.6 eV
LUMO energy = -0.0310 hartree
Frontier orbital gap = 0.28506 Ha

Geometry as XYZ:
```
112
Properties=species:S:1:pos:R:3:lowdin_charge:R:1
C -0.221 -0.481 2.329 -0.158
C -0.125 -0.831 0.699 -0.252
C 1.364 -0.492 0.067 -0.151
C 1.268 -0.180 -1.571 -0.163
O 0.685 1.168 -1.684 -0.164
C 0.243 1.435 -3.093 -0.331
C -1.275 0.798 -3.073 -0.054
C -2.298 1.520 -4.182 -0.163
C -3.107 0.403 -5.059 -0.190
C -4.538 -0.090 -4.459 -0.209
N -4.551 -0.781 -3.149 -0.226
C -3.533 -1.837 -2.916 -0.214
C -4.359 -3.290 -2.840 -0.185
C -4.153 -4.085 -1.423 -0.290
C -2.602 -4.195 -0.902 -0.154
C -4.938 0.035 -1.960 -0.873
S -5.372 -0.853 -0.533 0.637
S -5.064 1.896 -1.812 0.764
C -3.926 2.377 -0.403 -0.490
C -4.557 2.154 1.094 -0.290
C -3.709 1.025 1.974 -0.162
O 1.224 0.949 -4.088 -0.150
S 2.567 2.050 -4.033 0.961
O 3.916 1.395 -3.559 -0.313
O 2.877 2.605 -5.476 -0.310
O 1.911 3.204 -2.918 -0.190
C 0.438 3.067 -3.173 -0.264
F 0.310 3.766 -4.473 -0.004
C -0.159 4.004 -1.939 0.003
C 1.120 4.471 -0.980 -0.120
O 1.707 5.673 -1.045 -0.050
H 0.724 -0.993 2.837 0.084
H -1.209 -0.946 2.807 0.086
H -0.250 0.688 2.532 0.083
H -1.008 -0.251 0.166 0.082
H -0.399 -1.983 0.608 0.104
H 2.088 -1.412 0.180 0.122
H 1.786 0.454 0.661 0.129
H 0.618 -1.038 -2.032 0.141
H 2.374 -0.143 -1.974 0.130
H -1.734 0.739 -1.998 0.108
H -1.183 -0.329 -3.450 0.118
H -1.556 2.067 -4.942 0.123
H -2.952 2.371 -3.716 0.093
H -3.335 0.908 -6.117 0.128
H -2.388 -0.513 -5.322 0.118
H -5.266 0.856 -4.493 0.131
H -5.002 -0.838 -5.266 0.143
H -2.945 -1.613 -1.902 0.114
H -2.716 -1.997 -3.734 0.114
H -5.470 -3.075 -3.139 0.117
H -3.919 -3.998 -3.692 0.114
H -4.517 -5.206 -1.615 0.107
H -4.846 -3.694 -0.539 0.076
H -2.427 -3.262 -0.182 0.060
H -2.394 -5.149 -0.217 0.088
H -1.820 -4.095 -1.774 0.079
H -2.972 1.688 -0.477 0.056
H -3.539 3.481 -0.609 0.096
H -5.711 1.864 1.080 0.105
H -4.415 3.174 1.682 0.107
H -2.908 0.446 1.314 0.045
H -3.109 1.515 2.862 0.077
H -4.414 0.178 2.420 0.079
H -0.555 5.010 -2.433 0.154
H -0.994 3.474 -1.313 0.121
H 1.565 3.687 -0.206 0.150
C -2.887 0.231 8.082 -0.079
C -1.710 1.175 7.918 -0.275
O -0.478 0.468 7.846 -0.262
S -0.127 -0.345 6.477 0.623
C 1.568 -0.715 6.852 -0.118
O -0.165 0.575 5.362 -0.295
O -0.866 -1.591 6.473 -0.297
H -3.016 -0.398 7.197 0.068
H -3.816 0.789 8.233 0.081
H -2.729 -0.438 8.934 0.085
H -1.837 1.818 7.040 0.116
H -1.656 1.832 8.794 0.125
H 2.137 0.216 6.894 0.077
H 1.952 -1.354 6.054 0.079
H 1.613 -1.245 7.804 0.062
C 3.430 -7.275 7.096 -0.079
C 2.783 -6.195 6.249 -0.277
O 1.465 -5.897 6.697 -0.264
S 1.288 -5.043 8.075 0.631
C -0.454 -4.732 7.934 -0.116
O 1.995 -3.789 7.944 -0.293
O 1.494 -5.930 9.202 -0.287
H 3.592 -6.930 8.122 0.069
H 4.401 -7.563 6.685 0.081
H 2.788 -8.160 7.151 0.087
H 3.396 -5.288 6.226 0.115
H 2.699 -6.555 5.217 0.124
H -0.635 -4.093 7.068 0.056
H -0.775 -4.226 8.848 0.082
H -0.978 -5.684 7.835 0.077
C 5.291 2.835 -7.862 -0.076
C 5.927 3.539 -6.678 -0.275
O 7.135 4.194 -7.045 -0.268
S 7.041 5.567 -7.920 0.624
C 8.744 6.049 -7.784 -0.128
O 6.229 6.525 -7.203 -0.285
O 6.784 5.220 -9.303 -0.293
H 4.962 3.553 -8.619 0.071
H 4.417 2.257 -7.549 0.065
H 6.009 2.165 -8.344 0.085
H 5.230 4.247 -6.217 0.114
H 6.182 2.794 -5.916 0.126
H 8.968 6.281 -6.741 0.074
H 8.888 6.935 -8.405 0.075
H 9.373 5.235 -8.149 0.074
```


6.
# C11H17B2BeN7

A molecular structure, C11H17B2BeN7 in a non-equilibrium geometry (wB97M-V/def2-TZVPD, the OMol25 dataset).

Properties
Charge = +2
E_HOMO (alpha / beta) = -15.9 / -16.0 eV
LUMO energy (alpha / beta) = -0.4222 / -0.3875 hartree
Frontier orbital gap (alpha / beta) = 0.16204 / 0.20032 Ha

Geometry as XYZ:
```
38
Properties=species:S:1:pos:R:3:nbo_charge:R:1
C 2.810 0.039 0.251 0.051
N 1.567 0.337 -0.167 -0.649
N 1.612 1.420 -1.046 -0.312
C 2.889 1.850 -1.092 0.059
C 3.661 0.999 -0.297 -0.298
B 0.250 1.945 -1.688 0.522
N -0.556 0.712 -2.176 -0.314
N -0.594 -0.445 -1.412 -0.640
C -1.340 -1.360 -2.082 0.043
C -1.838 -0.767 -3.227 -0.302
C -1.340 0.527 -3.260 0.063
Be 0.099 -0.265 0.048 1.728
N -0.539 2.491 -0.481 -0.219
N -0.818 1.617 0.547 -0.319
C -1.484 2.333 1.484 0.029
C -1.643 3.658 1.035 -0.001
C -1.038 3.719 -0.216 0.068
H -1.792 1.911 2.427 0.270
H -0.934 4.528 -0.918 0.282
H -2.123 4.467 1.568 0.279
H 0.433 2.775 -2.518 0.025
H -1.449 1.320 -3.951 0.252
H 3.175 2.730 -1.653 0.260
H -2.496 -1.209 -3.975 0.276
H 4.718 1.058 -0.105 0.270
H -1.474 -2.372 -1.725 0.254
H 2.960 -0.823 0.891 0.271
H -1.589 -0.295 1.343 0.164
C -1.915 -1.354 1.476 -0.876
H -2.838 -1.522 0.897 0.258
H -1.147 -2.058 1.140 0.216
H -2.131 -1.535 2.542 0.269
B 1.087 -4.865 3.043 -0.386
C 1.374 -3.605 2.147 0.242
N 1.465 -2.649 1.479 -0.415
H 1.810 -4.794 4.051 0.286
H 1.268 -5.841 2.337 0.071
H -0.102 -4.677 3.282 0.223
```


no.,E_tot (Eh)
1,-212.99839
2,-2261.88529
3,-5432.20894
4,-7840.26049
5,-4812.76737
6,-876.44859